(1)
ORCA calculation (ωB97M-V with the def2-TZVPD basis set) on 3 unconnected molecules or ions with the total composition C4H4N2 at a distorted geometry.

Calculated values
energy relative to the best compared isomer or geometry (same formula, charge and spin): 4.376 eV
M: 80.090 g mol⁻¹
calculated total energy: -264.16561 Ha
HOMO-LUMO gap: 0.396 hartree
LUMO: 0.04422 hartree
SMILES string: C#C.C#C.N#N

Each line ends with the Mulliken charge.
Atoms and positions in Å:
C 0.29795 -1.43763 -0.60369  -0.121
C -0.73839 -1.25513 -1.18563  -0.586
H 1.17996 -1.90830 -0.26314  0.354
H -1.63176 -1.24722 -1.75195  0.412
C 0.69479 1.28240 1.18131  -0.588
C 1.31650 0.31732 0.82623  -0.119
H 0.28619 2.17795 1.56934  0.411
H 2.10890 -0.37252 0.71751  0.354
N -1.94513 0.87455 -0.62942  -0.059
N -1.56901 1.56859 0.13943  -0.058

Cartesian forces, eV/Å:
C -0.8704 -0.8904 -0.9725
C 0.6937 -0.8370 -0.0142
H 0.1449 0.1070 0.1972
H -0.1375 0.2393 -0.0023
C 0.9565 -0.2552 0.2783
C 0.4028 1.1722 0.8826
H -0.2644 0.0295 -0.0576
H -0.0172 -0.1954 -0.1829
N 0.2443 1.5857 1.2909
N -1.1527 -0.9557 -1.4195

---

(2)
ORCA calculation (ωB97M-V with the def2-TZVPD basis set) on C5H8O2S in the gas phase at a distorted geometry.

Calculated values
energy relative to the best compared isomer or geometry (same formula, charge and spin): 5.325 eV
M: 132.184 g mol⁻¹
calculated total energy: -743.79171 Ha
HOMO-LUMO gap: 0.336 hartree
LUMO: 0.01765 hartree
SMILES string: OCC[C@@H]1OC=CS1

Each line ends with the Mulliken charge.
Atoms and positions in Å:
O -0.24712 0.39194 -1.99223  -0.569
C 0.85107 1.05055 -1.48918  -0.460
C 0.52930 0.98932 -0.02475  -0.710
C 0.84200 -0.37078 0.74176  -0.120
O 0.30566 -1.75809 0.00749  -0.444
C -1.09389 -1.36426 0.30755  -0.070
C -1.42036 -0.62583 1.50510  -0.578
S 0.29313 -0.21687 2.36669  -0.150
H -0.37539 -0.46927 -1.70539  0.391
H 1.73129 0.56336 -1.64502  0.355
H 0.77283 2.13762 -1.62202  0.312
H 0.91061 1.59477 0.85301  0.369
H -0.58660 1.05742 0.06451  0.415
H 1.82277 -0.51077 0.92049  0.578
H -1.79174 -2.15613 -0.18400  0.349
H -2.54357 -0.31297 1.89601  0.333

Cartesian forces, eV/Å:
O -1.1015 2.4147 -3.8066
C -2.5515 1.4647 3.3339
C -0.5574 -1.6262 3.9672
C -1.2716 -0.4826 -2.6739
O -2.6135 5.3571 2.6954
C -0.6985 -2.2964 3.0893
C 0.0044 -1.5408 -1.8285
S -4.1789 -0.9870 -0.1977
H 0.3213 -2.4581 1.0705
H 2.7897 -0.7984 -1.1742
H 0.4263 -0.4418 -1.3440
H 0.2184 0.5099 -1.9168
H 1.1313 0.5093 -0.1789
H 3.7707 -0.7458 -0.5744
H 0.9083 2.1313 0.6781
H 3.4024 -1.0101 -1.1395

---

Question: The lowest HOMO-LUMO gap belongs to which entry?
Answer: C5H8O2S